Entry 1:
2 unconnected molecules or ions with the total composition C5H9NO in a non-equilibrium geometry, computed with the ωB97M-V functional and the def2-TZVPD basis.

Structure (XYZ):
```
16
Properties=species:S:1:pos:R:3:lowdin_charge:R:1
C -1.8734 -1.3518 1.1819 -0.0817
C -1.2967 0.0459 1.0595 -0.1193
N -1.2461 0.5723 -0.1700 -0.1995
O -1.7549 0.0299 -1.1802 -0.1080
H -1.4319 -1.9794 0.4285 0.0687
H -2.9130 -1.3972 1.1058 0.0470
H -1.7195 -1.7816 2.2157 0.0904
H -0.5860 0.4328 1.7823 0.0976
H -0.6669 1.4863 -0.3689 0.1601
C 1.0679 1.6144 -1.9170 0.0770
C 1.7659 0.9560 -1.2093 -0.1879
C 2.4303 0.0526 -0.2792 -0.1038
H 0.5442 1.9415 -2.7490 0.0267
H 2.0196 0.3446 0.7139 0.0814
H 3.5254 0.0032 -0.2035 0.0811
H 2.1349 -0.9695 -0.4104 0.0702
```

Output
orbital gap (alpha / beta) = 9.30 / 9.30 eV
SMILES string = C/C=[NH+]\[O-].C#CC
E_HOMO (alpha / beta) = -8.4981 / -8.4969 eV
2S+1 = 1

***

Entry 2:
12 unconnected molecules or ions with the total composition C48H84N12 in a non-equilibrium geometry, computed with the ωB97M-V functional and the def2-TZVPD basis.

Structure (XYZ):
```
144
Properties=species:S:1:pos:R:3:lowdin_charge:R:1
C 2.9913 -3.0460 4.1160 -0.1055
C 1.6991 -3.8139 3.7938 -0.2749
C 0.5773 -3.2093 4.5471 -0.2064
C 0.4738 -1.7887 4.3220 -0.2310
N 0.4521 -0.6423 4.1709 0.1922
H 2.8354 -1.9546 4.0233 0.0518
H 3.8593 -3.2128 3.3913 0.0991
H 3.2182 -3.2913 5.1836 0.0826
H 1.8301 -4.9058 3.9468 0.1205
H 1.5322 -3.7954 2.7153 0.0905
H 0.5812 -3.3678 5.6586 0.1493
H -0.4178 -3.4707 4.2127 0.0897
C 2.0764 -1.2909 -8.4185 -0.1202
C 0.5807 -1.2951 -8.1756 -0.2312
C 0.0894 -1.4065 -6.6299 -0.1435
C 0.9431 -0.7458 -5.6442 -0.2914
N 1.7069 -0.2554 -4.9615 0.1932
H 2.2591 -0.8002 -9.3452 0.0548
H 2.4391 -2.3612 -8.3912 0.0947
H 2.5846 -0.6721 -7.6423 0.0736
H 0.1249 -2.1348 -8.7301 0.1013
H 0.0930 -0.3988 -8.6215 0.1068
H 0.0869 -2.4354 -6.3476 0.1002
H -0.8924 -0.9466 -6.6021 0.0963
C -4.4402 -3.5546 1.3720 -0.1045
C -3.2037 -2.7380 1.9675 -0.2259
C -3.5765 -1.2228 2.1153 -0.1613
C -4.3293 -0.8692 0.9174 -0.2563
N -5.0685 -0.6947 0.0953 0.1986
H -4.2748 -4.6012 1.6021 0.0503
H -4.5640 -3.3928 0.3005 0.0592
H -5.3534 -3.3143 2.0242 0.1027
H -2.4005 -2.9412 1.2923 0.0595
H -2.9603 -3.1584 2.9118 0.0751
H -2.7424 -0.4866 2.3559 0.0692
H -4.3365 -1.1894 2.8965 0.1196
C 1.6066 2.0404 2.5746 -0.1266
C 1.1896 2.7330 1.2851 -0.2456
C -0.3153 3.1452 1.1620 -0.1315
C -1.2072 2.2101 1.9046 -0.1926
N -1.9560 1.4812 2.3902 0.1695
H 2.6580 1.6964 2.5891 0.0660
H 0.9477 1.2104 2.7202 -0.0028
H 1.4427 2.6658 3.4852 0.0860
H 1.5433 2.0224 0.5317 0.0775
H 1.8162 3.6233 1.1349 0.0947
H -0.6677 3.3704 0.1736 0.0955
H -0.4454 4.0389 1.6898 0.0932
C -1.9295 -5.2585 -0.9317 -0.1078
C -1.0426 -6.4097 -0.5556 -0.2370
C -0.0328 -6.0522 0.5794 -0.1764
C -0.7295 -5.8026 1.8160 -0.2409
N -1.3250 -5.6260 2.7604 0.1832
H -1.4050 -4.3309 -1.2932 0.0869
H -2.6825 -4.9951 -0.2072 0.0419
H -2.5447 -5.5229 -1.7959 0.0780
H -0.4616 -6.7814 -1.4352 0.1210
H -1.5921 -7.3021 -0.1996 0.1203
H 0.6058 -5.2431 0.3528 0.0873
H 0.6415 -6.9015 0.7121 0.1236
C 3.5284 0.3658 -2.1686 -0.1270
C 4.4716 1.2128 -2.9687 -0.2823
C 4.3118 2.7106 -2.8467 -0.2039
C 4.3558 3.1842 -1.4509 -0.2185
N 4.3217 3.5725 -0.3508 0.1482
H 2.5552 0.1584 -2.6184 0.0325
H 3.3727 0.8532 -1.1373 0.0911
H 4.0149 -0.5498 -2.0157 0.0502
H 4.4415 1.1338 -4.0789 0.1165
H 5.5036 0.9931 -2.5921 0.1237
H 3.3140 3.0248 -3.2584 0.1398
H 5.1372 3.2218 -3.3560 0.1195
C -1.5087 3.9629 -3.5216 -0.0920
C -1.2380 2.4793 -3.5604 -0.2595
C -1.1771 1.8278 -4.8966 -0.2187
C -0.2442 2.4314 -5.8244 -0.2521
N 0.5783 3.0776 -6.2784 0.1535
H -1.7115 4.3637 -2.5525 0.0360
H -2.3556 4.1029 -4.0736 0.0427
H -0.7154 4.5926 -3.9889 0.0917
H -2.1111 1.9535 -3.1620 0.0818
H -0.4263 2.1731 -2.9432 0.0973
H -2.1446 1.8350 -5.3533 0.1075
H -0.8067 0.7812 -4.8663 0.0681
C -4.3656 -0.5572 -4.7908 -0.0989
C -4.2519 -0.3050 -3.2905 -0.2599
C -5.4630 0.4257 -2.7565 -0.2102
C -5.7236 1.7338 -3.3733 -0.2439
N -5.9346 2.6122 -4.0707 0.1578
H -3.5302 -1.1584 -5.1042 0.0542
H -4.3409 0.4391 -5.2738 0.0763
H -5.1799 -1.1536 -5.1389 0.0656
H -3.3257 0.2406 -3.1204 0.0728
H -4.1360 -1.2768 -2.7416 0.1176
H -5.3354 0.6614 -1.6753 0.0613
H -6.3391 -0.1648 -2.8420 0.1107
C 6.8057 4.2697 3.8586 -0.1209
C 6.0654 3.2498 3.0363 -0.2957
C 6.7690 1.9335 3.0314 -0.2456
C 5.9025 0.8181 2.6435 -0.2401
N 5.1590 0.0408 2.2127 0.1336
H 7.1219 3.9407 4.8728 0.0772
H 6.1065 5.1509 3.9653 0.0881
H 7.6588 4.6946 3.3195 0.0725
H 6.0197 3.6645 1.9950 0.1069
H 5.0103 2.9934 3.2691 0.1042
H 7.2110 1.6689 4.0130 0.0936
H 7.7088 1.8626 2.4345 0.1323
C 1.1927 -1.6773 0.0658 -0.0986
C 0.0473 -0.7722 0.3569 -0.2292
C -1.0654 -1.0374 -0.6455 -0.1687
C -0.7396 -0.9897 -2.0644 -0.1923
N -0.6769 -1.1948 -3.1985 0.1957
H 1.9062 -1.6252 0.8597 0.0636
H 1.8174 -1.4386 -0.8382 0.0822
H 0.9090 -2.7280 -0.0725 0.0686
H 0.4448 0.2165 0.2491 0.0853
H -0.3147 -0.9846 1.3617 0.0936
H -1.9942 -0.5146 -0.5193 0.0995
H -1.3708 -2.0751 -0.6291 0.0907
C 3.0734 -0.7858 7.7172 -0.0948
C 2.7303 0.6811 7.5740 -0.2396
C 3.0901 1.1816 6.1593 -0.1869
C 4.5379 1.2060 5.9629 -0.2033
N 5.6891 1.3320 5.9895 0.1750
H 2.6237 -1.3884 6.9471 0.0457
H 2.7155 -1.2356 8.6584 0.0827
H 4.1421 -0.8936 7.5776 0.0732
H 3.2845 1.3199 8.2645 0.1137
H 1.7114 0.9545 7.7131 0.0962
H 2.6841 2.1680 5.9952 0.1123
H 2.6281 0.5806 5.3826 0.0862
C -6.0909 2.9481 1.7220 -0.1331
C -6.8180 2.8668 0.4149 -0.2342
C -6.2085 3.9490 -0.6492 -0.1318
C -4.7064 3.7345 -0.7544 -0.2015
N -3.5616 3.5260 -0.8927 0.1600
H -5.0261 2.7402 1.6321 0.0543
H -6.3771 2.2407 2.5346 0.0865
H -6.2535 3.9622 2.0724 0.0739
H -7.8979 3.1741 0.5544 0.1180
H -6.8424 1.8945 -0.0621 0.0775
H -6.3510 4.9649 -0.2693 0.1075
H -6.6010 3.8460 -1.6456 0.0743
```

Output
orbital gap = 11.23 eV
SMILES string = CCCC#N.CCCC#N.CCCC#N.CCCC#N.CCCC#N.CCCC#N.CCCC#N.CCCC#N.CCCC#N.CCCC#N.CCCC#N.CCCC#N
E_HOMO = -10.8053 eV
2S+1 = 1

***

Entry 3:
A molecular structure, B2CsF8 in a non-equilibrium geometry, computed with the ωB97M-V functional and the def2-TZVPD basis.

Structure (XYZ):
```
11
Properties=species:S:1:pos:R:3:lowdin_charge:R:1
Cs 0.0947 -0.1810 -0.7412 1.3253
B -3.2278 -1.2001 0.1254 -1.2997
F -3.9661 -1.6234 1.2477 0.0919
F -2.4495 -2.2052 -0.4422 0.0622
F -4.0698 -0.6195 -0.8332 0.0930
F -2.2954 -0.2112 0.5571 -0.1162
B 3.1916 1.2448 -0.0134 -1.3203
F 3.0907 1.5986 -1.3502 0.0986
F 4.5290 1.2838 0.4574 0.0761
F 2.3646 2.0189 0.7894 0.0918
F 2.7381 -0.1057 0.2032 -0.1026
```

Output
charge = -1
orbital gap = 11.14 eV
E_HOMO = -8.9857 eV
2S+1 = 1

***

Table of total energy (hartree), in record order: -325.738623 -2536.257117 -869.409730
Table of ΔE to the lowest compared entry with this formula, charge and spin (kcal per mole), in record order: 124.83 79.95 5.29